(1)
9
Properties=species:S:1:pos:R:3 method="wB97M-V/def2-TZVPD" e_above_lowest_ev=0.890 max_force_ev_per_a=3.51 molar_mass_g_mol=222.00 gap_ev=8.842 e_lumo_ev=-1.19
C -0.04 -0.28 -0.04
O -0.23 0.27 -2.57
O -0.94 -1.99 -1.97
O 1.57 -1.40 -1.80
S -0.04 -0.89 -1.75
I 1.54 -3.05 -2.91
H -0.68 -0.92 0.66
H 0.84 0.10 0.42
H -0.65 0.64 -0.28

=====

(2)
63
Properties=species:S:1:pos:R:3 method="wB97M-V/def2-TZVPD" e_above_lowest_ev=0.313 max_force_ev_per_a=0.84 molar_mass_g_mol=463.54 gap_ev=8.628 e_lumo_ev=0.51
C -0.40 -4.90 -1.08
C -0.17 -3.80 -0.04
C 0.60 -4.37 1.16
C 0.57 -2.63 -0.68
C 0.71 -1.41 0.23
N -0.60 -0.96 0.68
C -0.71 -0.07 1.68
O 0.17 0.23 2.46
N -1.98 0.47 1.80
C -2.27 1.57 2.72
C -3.60 2.18 2.22
N -3.90 1.38 1.07
C -2.95 0.43 0.84
N -3.15 -0.31 -0.22
C -4.33 0.20 -0.75
C -5.03 -0.19 -1.88
C -6.19 0.49 -2.18
C -6.66 1.53 -1.39
C -5.98 1.94 -0.25
C -4.81 1.26 0.05
C 1.31 -0.21 -0.53
O 1.22 -0.07 -1.73
N 1.89 0.69 0.30
C 2.13 2.04 -0.16
C 3.23 2.09 -1.24
C 4.51 1.52 -0.70
C 5.40 2.32 0.00
C 6.56 1.79 0.53
C 6.84 0.44 0.37
C 5.95 -0.37 -0.32
C 4.79 0.17 -0.85
C 0.80 2.63 -0.64
O -0.27 2.30 -0.20
O 0.94 3.56 -1.58
H 0.56 -5.27 -1.45
H -0.97 -4.51 -1.92
H -0.95 -5.73 -0.65
H -1.14 -3.45 0.32
H 1.61 -4.66 0.86
H 0.10 -5.25 1.55
H 0.68 -3.64 1.96
H 0.04 -2.31 -1.58
H 1.57 -2.95 -0.98
H 1.32 -1.63 1.11
H -1.36 -1.00 0.00
H -2.34 1.18 3.74
H -1.44 2.29 2.68
H -3.50 3.23 1.95
H -4.40 2.09 2.98
H -4.67 -1.00 -2.49
H -6.76 0.21 -3.06
H -7.57 2.04 -1.66
H -6.34 2.75 0.36
H 1.70 0.57 1.29
H 2.45 2.63 0.70
H 2.89 1.52 -2.10
H 3.37 3.13 -1.54
H 5.19 3.37 0.13
H 7.25 2.42 1.07
H 7.74 0.02 0.78
H 6.17 -1.42 -0.45
H 4.10 -0.46 -1.40
H 0.07 3.88 -1.87

=====

(3)
84
Properties=species:S:1:pos:R:3 method="wB97M-V/def2-TZVPD" e_above_lowest_ev=0.000 max_force_ev_per_a=0.78 molar_mass_g_mol=694.27 gap_ev="6.120 / 5.963" e_lumo_ev="-0.73 / -0.82" spin_multiplicity=2
Cu -0.15 -0.40 1.10
C -0.63 -2.37 -4.13
C -0.40 -3.38 -3.20
C -0.63 -3.16 -1.85
C -1.13 -1.93 -1.40
C -1.36 -0.92 -2.34
C -1.11 -1.15 -3.69
N -1.30 -1.67 -0.03
C -1.92 -2.56 0.76
C -2.89 -3.51 0.32
C -3.51 -4.32 1.22
C -3.21 -4.28 2.62
C -2.27 -3.42 3.08
C -1.61 -2.56 2.16
N -0.63 -1.68 2.50
N -0.11 -1.66 3.65
C 0.86 -0.64 3.73
C 1.49 -0.40 4.94
C 2.48 0.57 5.00
C 2.82 1.28 3.85
C 2.13 0.99 2.69
N 1.19 0.06 2.63
H -0.44 -2.54 -5.18
H -0.01 -4.34 -3.52
H -0.42 -3.93 -1.12
H -1.73 0.03 -2.00
H -1.31 -0.35 -4.40
H -3.15 -3.55 -0.73
H -4.28 -5.01 0.87
H -3.74 -4.94 3.30
H -2.00 -3.36 4.13
H 1.18 -0.97 5.80
H 2.98 0.78 5.94
H 3.59 2.03 3.86
H 2.34 1.52 1.76
C 2.99 -1.07 -3.14
C 3.68 -0.37 -1.97
N 3.90 -1.20 -0.79
C 5.22 -1.78 -0.61
C 5.49 -3.02 -1.47
C 2.85 -1.48 0.03
C 3.10 -2.32 1.25
N 1.64 -1.06 -0.16
H 3.05 -0.44 -4.03
H 1.94 -1.27 -2.94
H 3.47 -2.02 -3.36
H 3.09 0.50 -1.66
H 4.65 0.01 -2.28
H 5.36 -2.03 0.43
H 5.96 -1.01 -0.85
H 4.72 -3.77 -1.29
H 6.46 -3.45 -1.23
H 5.48 -2.77 -2.53
H 3.82 -1.86 1.93
H 3.48 -3.31 0.98
H 2.16 -2.44 1.78
H 1.52 -0.51 -1.01
F -1.57 7.70 -3.62
C -2.19 6.56 -4.01
F -1.78 6.32 -5.27
F -3.51 6.82 -4.06
C -1.86 5.42 -3.09
C -0.53 5.04 -2.95
C -0.20 3.99 -2.12
C -1.19 3.30 -1.41
C -2.52 3.70 -1.56
C -2.85 4.75 -2.40
C -0.84 2.19 -0.56
C -0.54 1.23 0.12
H 0.24 5.57 -3.50
H 0.84 3.69 -2.00
H -3.29 3.17 -1.02
H -3.89 5.05 -2.51
C -4.48 3.18 3.13
N -3.29 2.46 3.55
C -2.73 1.40 2.90
N -3.33 1.03 1.73
O -1.75 0.81 3.36
H -4.67 3.98 3.83
H -5.36 2.53 3.09
H -4.34 3.64 2.14
H -2.90 2.65 4.45
H -3.91 1.70 1.25
H -2.74 0.49 1.12

=====

(4)
23
Properties=species:S:1:pos:R:3 method="wB97M-V/def2-TZVPD" e_above_lowest_ev=2.991 max_force_ev_per_a=5.33 molar_mass_g_mol=119.19 gap_ev="11.431 / 5.917" e_lumo_ev="-7.09 / -12.60" spin_multiplicity=2 total_charge=+2
N 0.60 1.83 -1.27
C -0.48 0.84 -0.94
C -0.28 -0.53 -1.71
O -0.45 -0.10 -3.03
C -0.74 0.69 0.60
N 0.54 0.57 1.42
C 1.04 -0.80 1.50
C -0.10 -1.80 2.04
H 0.51 2.75 -0.82
H 1.56 1.50 -1.10
H 0.46 2.07 -2.25
H -1.45 1.20 -1.40
H 0.81 -0.72 -1.56
H -0.98 -1.28 -1.38
H -0.66 -0.78 -3.67
H -1.14 1.72 0.85
H -1.47 -0.03 0.90
H 0.20 0.88 2.35
H 1.76 -0.81 2.35
H 1.44 -1.06 0.51
H -0.32 -1.67 3.09
H -1.05 -1.71 1.57
H 0.21 -2.79 1.96

=====

(5)
50
Properties=species:S:1:pos:R:3 method="wB97M-V/def2-TZVPD" e_above_lowest_ev=0.000 max_force_ev_per_a=1.37 molar_mass_g_mol=658.81 gap_ev=7.462 e_lumo_ev=-7.87 total_charge=+2
Ta -0.67 -0.15 0.87
O -0.94 -2.58 2.27
C 0.14 -2.06 2.40
O 0.19 -0.70 2.50
C 1.45 -2.78 2.16
C 2.69 -1.87 2.32
C 3.96 -2.72 2.26
C 4.07 -3.00 0.74
C 2.80 -2.31 0.23
O 2.68 -1.17 1.07
C 1.57 -3.17 0.64
C 0.39 -2.86 -0.24
O -0.21 -3.59 -0.95
O 0.01 -1.49 -0.23
H 1.46 -3.67 2.79
H 2.63 -1.17 3.14
H 3.88 -3.63 2.86
H 4.81 -2.16 2.62
H 4.10 -4.06 0.49
H 4.94 -2.53 0.31
H 2.82 -2.01 -0.82
H 1.75 -4.23 0.52
C -2.88 1.85 -2.86
C -1.99 1.68 -1.67
N -1.74 0.55 -1.12
N -2.37 -0.55 -1.74
C -2.96 -1.46 -0.91
N -3.46 -2.54 -1.44
S -3.10 -1.11 0.75
C -1.43 2.94 -1.05
C -0.03 3.42 -1.42
C 0.64 4.36 -0.54
C 0.08 5.51 -0.17
C -1.20 5.89 -0.63
N -2.19 3.43 0.04
H -3.80 1.28 -2.71
H -2.40 1.46 -3.76
H -3.11 2.90 -3.03
H -1.89 -0.89 -2.57
H -3.45 -2.73 -2.43
H -3.85 -3.25 -0.84
H 0.58 2.78 -2.05
H 1.64 4.11 -0.19
H 0.53 6.25 0.49
H 0.25 2.12 0.98
O -1.84 1.32 1.78
Cl -1.65 2.94 1.50
O -2.16 6.39 -0.90
O -1.21 3.95 -2.02
O 0.47 1.30 0.55

=====

(6)
35
Properties=species:S:1:pos:R:3 method="wB97M-V/def2-TZVPD" e_above_lowest_ev=4.075 max_force_ev_per_a=4.96 molar_mass_g_mol=246.26 gap_ev=10.009 e_lumo_ev=0.17
C -4.45 -1.82 -0.27
C -2.91 -2.12 0.17
C -2.03 -0.84 0.70
C -2.45 -0.08 1.98
C -1.80 0.14 -0.50
N -0.42 0.63 -0.25
C 0.64 -0.02 -0.75
O 0.44 -1.01 -1.49
C 2.07 0.34 -0.14
N 1.67 0.77 1.16
C 3.24 -0.80 -0.23
C 4.59 -0.13 0.11
O 4.78 0.89 0.69
O 5.63 -0.80 -0.36
C -2.62 1.39 -0.46
O -3.80 1.35 -0.19
O -2.10 2.69 -0.73
H -4.93 -2.68 -0.67
H -4.60 -0.99 -1.00
H -5.22 -1.53 0.56
H -2.27 -2.65 -0.53
H -2.94 -2.90 1.01
H -1.00 -1.30 0.98
H -3.55 0.06 1.84
H -2.38 -0.73 2.88
H -1.78 0.75 2.13
H -2.03 -0.44 -1.46
H -0.09 1.46 0.44
H 2.32 1.09 -0.81
H 2.55 1.20 1.59
H 1.56 0.01 1.80
H 3.24 -1.52 -1.15
H 3.11 -1.53 0.73
H 5.32 -1.77 -0.67
H -1.20 2.43 -1.04

=====

(7)
16
Properties=species:S:1:pos:R:3 method="wB97M-V/def2-TZVPD" e_above_lowest_ev=6.749 max_force_ev_per_a=2.23 molar_mass_g_mol=116.12 gap_ev="8.026 / 8.025" e_lumo_ev="-1.08 / -1.08"
C -0.97 0.93 -1.37
C 0.23 0.18 -0.78
O 1.34 1.06 -0.70
O 0.48 -0.98 -1.27
H 2.08 0.58 -1.10
H -1.85 0.30 -1.32
H -1.14 1.86 -0.82
H -0.74 1.18 -2.41
C -0.15 0.04 1.03
C -1.39 -0.18 1.48
N 0.82 -1.58 0.75
N 1.96 -1.48 1.07
H 2.63 -2.08 0.57
H 0.53 0.71 1.55
H -1.80 0.38 2.31
H -2.03 -0.92 1.01

=====

(8)
92
Properties=species:S:1:pos:R:3 method="wB97M-V/def2-TZVPD" max_force_ev_per_a=3.55 molar_mass_g_mol=838.49 gap_ev=7.497 e_lumo_ev=-4.65 total_charge=+1
C -5.15 -0.35 -1.42
C -5.96 -1.60 -1.82
I -8.04 -1.34 -2.32
C -5.41 -2.81 -1.88
I -6.54 -4.52 -2.43
N -4.00 -2.85 -1.56
C -3.53 -4.12 -0.92
C -4.01 -4.15 0.57
C -2.78 -3.91 1.48
C -3.01 -4.27 2.96
C -2.26 -2.46 1.29
C -3.24 -2.45 -2.55
N -3.81 -2.03 -3.77
N -1.86 -2.40 -2.45
H -5.82 0.52 -1.50
H -4.34 -0.15 -2.13
H -4.82 -0.41 -0.38
H -3.81 -5.02 -1.48
H -2.44 -4.11 -0.87
H -4.43 -5.12 0.85
H -4.71 -3.32 0.73
H -1.97 -4.58 1.12
H -3.57 -5.20 3.05
H -3.54 -3.44 3.45
H -2.04 -4.43 3.44
H -3.09 -1.75 1.41
H -1.44 -2.20 1.97
H -1.85 -2.39 0.27
H -3.88 -1.00 -3.70
H -3.06 -2.15 -4.45
H -1.40 -1.63 -1.99
H -1.37 -3.21 -2.80
C 4.06 1.42 2.47
C 2.96 1.06 3.44
O 1.72 1.70 3.09
C 1.07 1.17 2.07
O 1.41 0.21 1.41
O -0.03 1.90 1.85
C -0.76 1.47 0.70
H 4.16 2.50 2.38
H 5.02 1.00 2.79
H 3.84 1.03 1.47
H 3.22 1.43 4.44
H 2.83 -0.01 3.53
H -0.99 0.41 0.75
H -0.20 1.70 -0.21
H -1.70 2.03 0.67
C -3.71 2.44 -4.20
C -2.29 1.92 -4.25
O -1.33 2.97 -4.07
C -1.20 3.40 -2.81
O -1.79 2.97 -1.85
O -0.31 4.38 -2.81
C -0.12 5.01 -1.53
H -3.86 3.24 -4.92
H -4.42 1.63 -4.42
H -3.96 2.84 -3.22
H -2.09 1.50 -5.24
H -2.12 1.13 -3.52
H 0.12 4.27 -0.77
H -1.02 5.56 -1.26
H 0.70 5.71 -1.63
C 1.29 -2.97 3.46
C 2.02 -2.96 2.13
O 3.21 -3.75 2.18
C 3.02 -5.07 2.15
O 1.96 -5.64 2.07
O 4.22 -5.66 2.23
C 4.16 -7.09 2.30
H 1.96 -2.66 4.26
H 0.43 -2.30 3.43
H 0.93 -3.97 3.71
H 2.33 -1.95 1.90
H 1.37 -3.30 1.32
H 3.59 -7.50 1.47
H 3.73 -7.40 3.25
H 5.18 -7.46 2.25
C 7.05 6.15 -1.78
C 6.85 6.90 -0.48
O 5.46 7.13 -0.21
C 4.77 6.07 0.23
O 5.21 4.97 0.41
O 3.50 6.45 0.40
C 2.63 5.38 0.77
H 6.55 6.66 -2.60
H 8.11 6.06 -2.01
H 6.63 5.15 -1.72
H 7.31 7.89 -0.55
H 7.32 6.39 0.36
H 3.00 4.86 1.65
H 2.52 4.68 -0.06
H 1.66 5.81 1.00

=====

(9)
106
Properties=species:S:1:pos:R:3 method="wB97M-V/def2-TZVPD" max_force_ev_per_a=8.64 molar_mass_g_mol=880.71 gap_ev=6.598 e_lumo_ev=-1.94
O -1.10 -2.82 -1.31
C -1.43 -1.95 -0.35
C -3.01 -1.54 -0.22
C -4.12 -2.73 -0.39
C -5.71 -2.32 -0.29
C -6.09 -0.72 -0.03
P -7.99 -0.34 0.00
O -8.92 -1.83 0.16
O -8.34 0.76 1.31
C -4.93 0.47 0.18
Br -5.47 2.40 0.52
C -3.35 0.04 0.09
C -2.07 1.08 0.27
O -2.09 2.35 -0.17
C -0.73 0.40 1.00
C 0.27 1.18 2.05
C -0.02 2.75 2.42
C 0.67 3.66 1.05
C 1.54 5.09 1.52
O 0.06 5.08 0.81
C 1.56 0.41 2.76
C 1.84 -1.19 2.40
C 0.87 -2.03 1.34
C 1.13 -3.63 0.99
C 1.82 -3.89 -0.48
C 1.33 -5.39 -1.02
S 0.52 -5.35 -2.71
C 1.67 -4.68 -4.03
S 3.12 -5.58 -4.33
N 1.46 -3.44 -4.87
C 2.45 -2.34 -4.59
C 1.83 -0.92 -4.09
O 0.57 -0.51 -4.71
C 0.06 -1.49 -5.68
C 0.03 -2.97 -4.89
C -0.38 -1.20 0.68
H -3.78 -3.83 -0.59
H -6.53 -3.16 -0.41
H -8.38 -2.53 0.63
H -8.36 0.27 2.18
H -1.16 3.00 2.43
H 0.57 3.12 3.36
H 1.11 3.00 0.08
H 1.07 5.77 2.35
H 2.07 5.56 0.59
H 2.23 1.02 3.54
H 2.75 -1.71 2.95
H 1.83 -4.11 1.82
H 0.08 -4.18 1.10
H 2.99 -3.93 -0.38
H 1.55 -3.05 -1.29
H 2.27 -6.11 -0.96
H 0.54 -5.83 -0.26
H 3.19 -2.71 -3.72
H 3.07 -2.14 -5.56
H 1.76 -0.89 -2.89
H 2.63 -0.08 -4.36
H -1.02 -1.14 -6.00
H 0.74 -1.52 -6.64
H -0.49 -2.90 -3.84
H -0.66 -3.66 -5.58
O -9.32 -3.41 2.73
H -9.42 -3.05 3.63
H -10.10 -3.97 2.61
O -7.25 0.23 -3.27
H -7.01 -0.05 -2.37
H -6.84 1.11 -3.35
O 2.04 -4.77 -7.92
H 1.93 -4.41 -7.03
H 1.26 -5.33 -8.04
O -9.51 3.43 1.67
H -10.36 3.27 1.24
H -9.06 2.57 1.61
O 3.10 2.33 -3.98
H 2.32 2.39 -4.54
H 3.35 3.25 -3.82
O 2.85 -0.10 5.37
H 1.90 -0.10 5.57
H 3.26 0.16 6.21
O 4.48 -0.34 8.23
H 5.10 -0.91 7.75
H 4.75 -0.44 9.15
O 2.22 -7.07 -9.94
H 2.45 -7.35 -9.04
H 2.63 -6.20 -10.03
O 2.88 7.32 2.98
H 3.76 7.08 2.63
H 2.58 8.04 2.41
O 4.42 -8.44 -3.16
H 5.29 -8.67 -3.52
H 4.12 -7.72 -3.74
O 4.83 1.28 10.24
H 4.05 1.34 9.67
H 5.09 2.20 10.40
O 2.42 7.96 0.30
H 2.18 7.48 -0.51
H 1.59 8.03 0.79
O 4.88 8.98 4.22
H 4.77 9.34 5.11
H 4.10 8.42 4.10
O 6.19 8.29 1.67
H 6.39 9.21 1.45
H 5.80 8.34 2.55
O 0.99 4.76 5.12
H 1.19 5.68 4.91
H 0.60 4.80 6.01

=====

(10)
6
Properties=species:S:1:pos:R:3 method="wB97M-V/def2-TZVPD" e_above_lowest_ev=1.626 max_force_ev_per_a=5.83 molar_mass_g_mol=92.08 gap_ev=8.104 e_lumo_ev=-0.94
F 1.04 -3.34 -0.33
C 0.56 -2.15 -0.66
P -0.95 -1.88 -1.92
Si -0.09 -0.45 -0.30
H -1.15 -0.21 0.74
H 0.55 1.06 -0.49